Entry 1:
{"formula": "C20H25N3O3S", "method": "ωB97M-V/def2-TZVPD", "elements": ["C", "N", "S", "O", "O", "C", "C", "C", "C", "C", "C", "H", "H", "H", "C", "O", "N", "C", "H", "C", "N", "C", "C", "H", "H", "H", "H", "C", "C", "C", "C", "C", "C", "C", "H", "H", "H", "H", "H", "H", "H", "H", "H", "H", "H", "C", "H", "H", "H", "H", "H", "H"], "positions_angstrom": [[1.3782, -4.2802, -0.9476], [2.5757, -3.5359, -1.2616], [2.4941, -1.9628, -0.6558], [3.7734, -1.3496, -0.8572], [1.9331, -1.9362, 0.6677], [1.3179, -1.2440, -1.7973], [0.0912, -0.8213, -1.3311], [-0.8254, -0.2672, -2.2167], [-0.4970, -0.1669, -3.5637], [0.7417, -0.5940, -4.0176], [1.6596, -1.1339, -3.1311], [2.6321, -1.4710, -3.4503], [0.9879, -0.5073, -5.0650], [-1.2154, 0.2471, -4.2559], [-2.1883, 0.1044, -1.7008], [-3.0768, -0.7254, -1.6330], [-2.3442, 1.3827, -1.3081], [-1.3089, 2.3875, -1.2995], [-1.7163, 3.2910, -1.7677], [-0.8802, 2.6893, 0.1563], [-1.9520, 2.4617, 1.1111], [-3.2420, 2.7288, 0.5209], [-3.5757, 1.7829, -0.6519], [-4.2396, 2.2793, -1.3696], [-4.0668, 0.8707, -0.3056], [-4.0112, 2.6447, 1.2909], [-3.2265, 3.7660, 0.1728], [-1.8513, 1.1968, 1.8274], [-0.6526, 1.2349, 2.7407], [-0.5481, 2.2599, 3.6748], [0.5475, 2.3379, 4.5133], [1.5569, 1.3918, 4.4275], [1.4614, 0.3708, 3.4997], [0.3622, 0.2927, 2.6605], [0.3180, -0.5149, 1.9446], [2.2412, -0.3699, 3.4099], [2.4144, 1.4542, 5.0815], [0.6168, 3.1385, 5.2358], [-1.3332, 2.9993, 3.7290], [-1.7907, 0.3224, 1.1617], [-2.7584, 1.0963, 2.4317], [-0.0279, 2.0688, 0.4372], [-0.5697, 3.7387, 0.2251], [-0.4549, 2.0503, -1.8864], [-0.1355, -0.9335, -0.2825], [3.8081, -4.2207, -0.9373], [3.8155, -4.5909, 0.0942], [3.9421, -5.0579, -1.6227], [4.6181, -3.5073, -1.0664], [1.3950, -5.2269, -1.4862], [0.5176, -3.6990, -1.2734], [1.2890, -4.4726, 0.1275]], "smiles": "CN(C)S(=O)(=O)c1cccc(C(=O)N2CCN(Cc3ccccc3)CC2)c1", "relative_energy_kj_mol": 271.5, "homo_lumo_gap_ev": 8.8}

=====

Entry 2:
{"formula": "CHO3Rb", "method": "ωB97M-V/def2-TZVPD", "elements": ["Rb", "O", "C", "O", "O", "H"], "positions_angstrom": [[-0.7516, -2.7223, -0.0819], [0.8622, 1.1455, -0.4274], [0.1139, 0.3016, 0.3188], [0.6377, -0.4282, 1.1621], [-1.0695, 0.3970, 0.1390], [0.2073, 1.3064, -1.1106]], "relative_energy_kj_mol": 40.1, "homo_lumo_gap_ev": 7.0}

=====

Entry 3:
{"formula": "C42H110N2O14", "method": "ωB97M-V/def2-TZVPD", "elements": ["C", "O", "C", "C", "N", "C", "C", "O", "C", "H", "H", "H", "H", "H", "H", "H", "H", "H", "H", "H", "H", "H", "H", "H", "C", "O", "C", "C", "N", "C", "C", "O", "C", "H", "H", "H", "H", "H", "H", "H", "H", "H", "H", "H", "H", "H", "H", "H", "C", "C", "C", "O", "H", "H", "H", "H", "H", "H", "H", "H", "C", "C", "C", "O", "H", "H", "H", "H", "H", "H", "H", "H", "C", "C", "C", "O", "H", "H", "H", "H", "H", "H", "H", "H", "C", "C", "C", "O", "H", "H", "H", "H", "H", "H", "H", "H", "C", "C", "C", "O", "H", "H", "H", "H", "H", "H", "H", "H", "C", "C", "C", "O", "H", "H", "H", "H", "H", "H", "H", "H", "C", "C", "C", "O", "H", "H", "H", "H", "H", "H", "H", "H", "C", "C", "C", "O", "H", "H", "H", "H", "H", "H", "H", "H", "C", "C", "C", "O", "H", "H", "H", "H", "H", "H", "H", "H", "C", "C", "C", "O", "H", "H", "H", "H", "H", "H", "H", "H"], "positions_angstrom": [[-8.7376, 2.1535, -1.7391], [-8.7114, 3.3489, -0.9127], [-7.5440, 3.5372, -0.2293], [-7.3366, 2.5076, 0.9011], [-7.7154, 2.9540, 2.2851], [-9.1846, 3.2993, 2.3061], [-9.7874, 3.0617, 3.7085], [-9.7867, 1.6917, 4.0557], [-9.9636, 1.5574, 5.4797], [-9.8073, 1.9442, -1.7408], [-8.0677, 1.3163, -1.5428], [-8.5717, 2.3971, -2.7885], [-7.5941, 4.5324, 0.2125], [-6.7755, 3.5560, -1.0021], [-6.2906, 2.3663, 1.1731], [-7.6953, 1.5247, 0.5955], [-7.7304, 2.1214, 2.8566], [-9.7263, 2.7498, 1.5362], [-9.3683, 4.3309, 2.0061], [-10.8132, 3.4236, 3.7779], [-9.2178, 3.6838, 4.3989], [-9.0168, 1.5771, 6.0194], [-10.5213, 0.6387, 5.6617], [-10.5985, 2.2481, 6.0346], [0.4701, -3.7473, -1.8823], [1.1024, -3.4943, -0.6421], [0.3435, -2.5212, 0.2009], [0.9183, -2.2344, 1.5534], [0.2887, -1.1906, 2.4361], [0.5492, 0.1173, 1.8503], [1.9554, 0.4467, 1.5258], [2.8982, 0.2315, 2.6521], [4.2776, 0.4023, 2.3441], [0.9539, -4.5031, -2.5011], [0.2997, -2.8458, -2.4707], [-0.5077, -4.1493, -1.6171], [-0.6683, -2.9209, 0.2679], [0.1892, -1.6042, -0.3679], [1.9731, -2.0627, 1.3392], [1.0196, -3.1443, 2.1449], [0.8049, -1.1908, 3.3043], [0.2566, 0.8317, 2.6198], [-0.1046, 0.1837, 0.9807], [1.9803, 1.5216, 1.3471], [2.2415, 0.0183, 0.5652], [4.7478, 1.3825, 2.2647], [4.6014, -0.2698, 1.5494], [4.6408, -0.1269, 3.2251], [-3.7003, 8.0811, 6.1579], [-3.1981, 6.6587, 5.7118], [-3.9873, 5.6423, 6.5107], [-3.3585, 6.3964, 4.3942], [-4.7639, 8.2401, 5.9799], [-3.2608, 8.8491, 5.5214], [-3.4103, 8.2762, 7.1904], [-2.1502, 6.5069, 5.9706], [-3.7896, 5.6046, 7.5819], [-3.6969, 4.6266, 6.2424], [-5.0480, 5.8930, 6.5241], [-4.1539, 5.8686, 4.2927], [4.6049, 0.0724, -4.4576], [5.6811, -0.2227, -5.4904], [4.9942, -1.1124, -6.5561], [6.0415, 1.0253, -6.1084], [5.0935, 0.7183, -3.7282], [4.2339, -0.7948, -3.9114], [3.7240, 0.6763, -4.6755], [6.5212, -0.7873, -5.0859], [5.6567, -1.5125, -7.3236], [4.1828, -0.6288, -7.1000], [4.6147, -2.0299, -6.1063], [5.9225, 0.8711, -7.0484], [-5.6707, -4.2137, 4.0063], [-5.8715, -3.3318, 5.3038], [-5.1762, -3.9671, 6.5583], [-5.2361, -2.1125, 5.1319], [-6.1300, -3.7066, 3.1577], [-6.1948, -5.1652, 4.0959], [-4.6205, -4.4769, 3.8802], [-6.9246, -3.2122, 5.5580], [-4.0867, -3.9361, 6.5426], [-5.4703, -5.0150, 6.6161], [-5.6382, -3.4285, 7.3857], [-4.3387, -2.2984, 4.8461], [0.9252, 0.6464, 10.7123], [1.3698, 1.2685, 9.3368], [1.9419, 2.7138, 9.5236], [2.3403, 0.4453, 8.6747], [0.3560, -0.2821, 10.6682], [0.3329, 1.3907, 11.2445], [1.8102, 0.5166, 11.3353], [0.5776, 1.3731, 8.5955], [2.8200, 2.5836, 10.1561], [1.1467, 3.2945, 9.9911], [2.3185, 3.1030, 8.5776], [2.5065, 0.7960, 7.7966], [7.0343, -4.9861, 1.5056], [6.9190, -6.5288, 1.4222], [5.4732, -7.0775, 1.4668], [7.5393, -6.9470, 0.2641], [8.0785, -4.7970, 1.7543], [6.3122, -4.6911, 2.2669], [6.8031, -4.5031, 0.5562], [7.4537, -6.8896, 2.3008], [4.8931, -6.7083, 0.6210], [4.9368, -6.7592, 2.3607], [5.4964, -8.1671, 1.4447], [8.4094, -6.5416, 0.2494], [-2.6583, -0.1863, -7.8113], [-3.0784, 1.1143, -8.5585], [-2.5066, 2.3298, -7.8210], [-2.7604, 1.0854, -9.8967], [-3.2337, -0.4374, -6.9203], [-1.6021, -0.1078, -7.5538], [-2.9261, -1.0814, -8.3728], [-4.1552, 1.2813, -8.5863], [-2.8529, 2.2551, -6.7902], [-2.9074, 3.2720, -8.1947], [-1.4170, 2.3249, -7.8516], [-3.6163, 1.3699, -10.2255], [0.2595, 8.4198, -2.5990], [-0.7243, 8.1966, -1.4259], [-1.8391, 9.2891, -1.4481], [-1.3562, 6.9526, -1.4535], [1.1564, 7.8005, -2.5937], [0.5522, 9.4615, -2.7306], [-0.2159, 8.1885, -3.5522], [-0.2412, 8.2909, -0.4534], [-1.5592, 10.1998, -0.9186], [-2.7617, 8.9944, -0.9482], [-2.1161, 9.5546, -2.4683], [-1.6536, 6.8208, -0.5503], [5.8623, 10.0489, 2.4795], [6.0384, 11.5612, 2.2234], [4.8153, 12.3874, 2.1417], [6.9430, 12.0250, 3.1605], [4.9740, 9.9667, 3.1058], [6.6881, 9.4991, 2.9309], [5.5861, 9.5461, 1.5527], [6.5052, 11.5745, 1.2384], [3.9564, 11.8591, 2.5556], [4.5702, 12.7538, 1.1449], [4.9952, 13.3170, 2.6817], [7.1515, 12.9133, 2.8621], [2.1506, -12.5927, -3.7731], [2.4739, -13.6729, -4.7989], [1.2974, -13.7781, -5.7627], [3.6120, -13.3094, -5.5892], [2.0928, -11.6020, -4.2241], [2.8055, -12.5121, -2.9055], [1.1314, -12.7773, -3.4338], [2.6338, -14.6649, -4.3763], [1.0859, -12.7729, -6.1273], [0.4174, -14.2752, -5.3545], [1.5373, -14.3733, -6.6437], [4.2337, -12.8722, -5.0026], [7.5331, -8.5404, -9.1215], [6.3739, -8.6671, -10.1147], [5.0089, -8.2427, -9.5526], [6.6364, -7.7534, -11.1715], [7.4941, -7.4849, -8.8523], [8.5571, -8.7870, -9.4020], [7.3435, -9.1154, -8.2151], [6.3387, -9.7054, -10.4446], [4.7082, -8.7987, -8.6647], [4.1987, -8.4919, -10.2378], [5.0261, -7.1642, -9.3951], [7.5793, -7.8456, -11.3264]], "smiles": "COCCNCCOC.COCCNCCOC.CC(C)O.CC(C)O.CC(C)O.CC(C)O.CC(C)O.CC(C)O.CC(C)O.CC(C)O.CC(C)O.CC(C)O", "relative_energy_kj_mol": 730.1, "homo_lumo_gap_ev": 9.4}

=====

Entry 4:
{"formula": "C22H26FN3O2", "method": "ωB97M-V/def2-TZVPD", "elements": ["C", "N", "C", "C", "C", "C", "C", "C", "H", "H", "N", "C", "O", "C", "N", "C", "C", "H", "H", "C", "C", "O", "C", "C", "C", "C", "C", "C", "H", "H", "F", "H", "H", "C", "C", "H", "H", "H", "H", "H", "H", "H", "H", "H", "H", "H", "H", "C", "H", "H", "H", "H", "H", "H"], "positions_angstrom": [[5.9088, 1.5453, 0.8015], [5.0112, 0.4417, 1.0455], [4.0338, 0.1501, 0.1188], [3.3140, -1.0519, 0.1598], [2.3041, -1.3258, -0.7383], [1.9707, -0.4065, -1.7258], [2.6772, 0.7900, -1.7831], [3.6885, 1.0637, -0.8869], [4.2052, 2.0045, -0.9773], [2.4335, 1.5207, -2.5434], [0.9329, -0.6108, -2.6515], [0.1480, -1.7068, -2.8248], [0.3039, -2.7654, -2.2523], [-1.0075, -1.4741, -3.8086], [-2.2622, -1.0483, -3.2212], [-3.0019, -2.0369, -2.4615], [-2.6006, -2.1364, -0.9866], [-1.5799, -2.5080, -0.9003], [-3.2542, -2.8464, -0.4780], [-2.7034, -0.7654, -0.3199], [-2.2242, -0.8151, 1.1191], [-1.7621, -1.8134, 1.6191], [-2.2866, 0.4625, 1.8871], [-3.2715, 1.4288, 1.6952], [-3.2742, 2.5866, 2.4504], [-2.2775, 2.7737, 3.3923], [-1.2895, 1.8297, 3.6105], [-1.3078, 0.6721, 2.8584], [-0.5583, -0.0906, 3.0054], [-0.5324, 2.0065, 4.3578], [-2.2742, 3.9073, 4.1204], [-4.0350, 3.3401, 2.3206], [-4.0581, 1.2753, 0.9729], [-1.8514, 0.2430, -1.1022], [-2.2836, 0.2445, -2.5771], [-3.3189, 0.6055, -2.6292], [-1.6622, 0.9375, -3.1504], [-0.8025, -0.0406, -1.0094], [-1.9658, 1.2486, -0.6923], [-3.7488, -0.4349, -0.3357], [-4.0608, -1.7541, -2.5261], [-2.8791, -3.0071, -2.9440], [-1.1964, -2.4211, -4.3205], [-0.7223, -0.7266, -4.5573], [0.7425, 0.1904, -3.2374], [1.7737, -2.2611, -0.6782], [3.5377, -1.7997, 0.9016], [5.4506, -0.5835, 1.9608], [6.1910, -0.1655, 2.6395], [4.6103, -0.9357, 2.5616], [5.8983, -1.4423, 1.4452], [5.3621, 2.4912, 0.8147], [6.4267, 1.4534, -0.1609], [6.6570, 1.5835, 1.5897]], "smiles": "CN(C)c1ccc(NC(=O)CN2CCC(C(=O)c3ccc(F)cc3)CC2)cc1", "relative_energy_kj_mol": 153.5, "homo_lumo_gap_ev": 7.9}

=====

Entry 5:
{"formula": "H4OS", "method": "ωB97M-V/def2-TZVPD", "elements": ["O", "H", "H", "S", "H", "H"], "positions_angstrom": [[0.9426, -1.4117, -2.1733], [1.2243, -0.5593, -2.5761], [1.7837, -1.8835, -1.9776], [-1.4153, 1.7619, 2.6295], [-2.0443, 0.5922, 2.4108], [-0.4909, 1.5005, 1.6867]], "smiles": "O.S", "relative_energy_kj_mol": 11.3, "homo_lumo_gap_ev": 10.5}

=====

Entry 6:
{"formula": "C5H9NO", "method": "ωB97M-V/def2-TZVPD", "elements": ["O", "C", "C", "C", "C", "N", "C", "H", "H", "H", "H", "H", "H", "H", "H", "H"], "positions_angstrom": [[-2.7525, -0.7109, 0.2557], [-1.6471, -0.4471, -0.4243], [-0.8692, 0.7833, 0.0195], [0.5500, 0.2360, 0.0269], [1.5158, 0.5478, -1.0504], [1.6946, 1.0991, 0.3003], [0.3505, -1.1780, 0.4948], [-2.8952, -0.0820, 0.9917], [-0.7374, -1.3892, -0.3674], [-1.1512, 1.1027, 1.0424], [-1.0354, 1.6336, -0.6532], [1.2528, 1.2782, -1.8143], [2.1747, -0.2514, -1.3931], [2.4063, 0.5724, 0.8046], [1.1126, -1.9206, 0.2241], [0.0307, -1.2740, 1.5425]], "relative_energy_kj_mol": 541.9, "homo_lumo_gap_ev": 8.5}

=====

| no. | E_tot (Eh) |
| --- | --- |
| 1 | -1565.27821 |
| 2 | -288.54190 |
| 3 | -2828.73577 |
| 4 | -1268.55367 |
| 5 | -475.80678 |
| 6 | -325.73117 |